[1]
59
Properties=species:S:1:pos:R:3:forces:R:3 method="wB97M-V/def2-TZVPD" relative_energy_kcal_mol=23.8 lumo_ev="-9.249 / -9.250" gap_ev="4.54 / 4.53" charge=+2 homo_energy_ev="-13.8 / -13.8"
Pd 0.8297 -0.6938 -0.2909 0.323 0.180 0.476
C 6.7278 0.1881 -3.5631 0.004 0.002 0.020
C 5.7776 0.1993 -2.4179 -0.002 0.007 -0.015
C 6.0044 0.7904 -1.2015 -0.028 -0.020 0.002
C 5.0037 0.7342 -0.2231 0.023 0.047 0.052
N 3.8309 0.1252 -0.4481 -0.102 0.030 -0.092
C 3.6325 -0.4478 -1.6136 0.123 -0.228 0.066
S 2.2004 -1.3347 -1.9926 -0.082 -0.137 -0.526
N 4.5766 -0.4078 -2.5923 0.021 -0.030 0.100
C 5.1833 1.3366 1.1243 -0.003 0.033 -0.020
H 7.7021 0.5533 -3.2517 0.003 0.003 -0.010
H 6.3543 0.8328 -4.3617 0.003 -0.002 -0.005
H 6.8406 -0.8191 -3.9665 0.003 -0.005 0.007
H 6.9433 1.2875 -1.0102 0.005 -0.015 0.020
H 4.3774 -0.8678 -3.4738 0.006 0.034 -0.023
H 6.1917 1.7097 1.2791 -0.003 0.004 -0.009
H 4.9429 0.5918 1.8833 0.002 -0.001 0.011
H 4.4730 2.1574 1.2442 -0.001 0.006 0.007
Br 0.5405 -5.0160 -1.0797 -0.066 -0.517 -0.102
C -1.3527 -4.9951 -1.1943 0.309 0.058 0.054
C -2.0553 -6.1337 -1.5164 -0.120 0.053 0.015
C -3.4439 -6.0417 -1.5491 0.046 -0.075 -0.030
C -4.0940 -4.8512 -1.2559 -0.022 0.077 0.030
C -3.3636 -3.7184 -0.9400 -0.025 -0.015 -0.005
C -1.9730 -3.7838 -0.9161 -0.174 -0.136 -0.071
C -1.2012 -2.5733 -0.6387 0.354 0.475 0.221
O 0.1518 -2.6863 -0.6574 0.169 1.097 -0.129
O -1.6524 -1.4691 -0.3983 -0.437 -0.301 0.005
H -1.5542 -7.0660 -1.7339 0.021 0.021 0.009
H -4.0203 -6.9195 -1.8085 -0.005 -0.007 0.021
H -5.1738 -4.8079 -1.2759 0.002 0.007 -0.008
H -3.8498 -2.7797 -0.7123 -0.007 0.009 -0.013
Cl 1.7524 -1.4168 7.9358 -0.009 0.006 -0.060
C 1.5647 -1.2396 6.2375 0.013 -0.016 0.114
C 2.0294 -2.2470 5.3962 0.002 0.022 -0.041
C 1.8855 -2.1003 4.0326 0.026 -0.034 0.024
C 1.2752 -0.9527 3.5200 0.093 0.105 -0.061
C 0.8072 0.0489 4.3747 -0.045 0.004 0.042
C 0.9520 -0.0936 5.7388 0.010 0.003 -0.045
C 1.1483 -0.7778 2.0919 0.028 0.006 -0.175
O 1.7210 -1.5742 1.2443 -0.026 -0.374 0.256
O 0.4651 0.1593 1.5396 -0.214 -0.209 0.389
H 2.4983 -3.1238 5.8186 -0.016 -0.012 0.000
H 2.2342 -2.8738 3.3617 0.016 0.010 -0.011
H 0.3325 0.9302 3.9652 0.012 0.003 -0.012
H 0.6044 0.6690 6.4207 -0.014 -0.004 0.001
Se -1.8190 1.2387 -0.7940 0.046 0.016 -0.093
N -0.0696 0.9346 -1.2065 -0.262 0.004 -0.457
C 0.3946 2.0083 -1.8517 -0.045 -0.027 0.061
C 1.7186 2.2499 -2.3153 -0.118 0.002 0.050
C 1.9872 3.4163 -2.9541 0.019 0.058 -0.019
C 0.9947 4.4238 -3.1816 0.047 -0.026 0.004
C -0.2675 4.2545 -2.7342 0.001 -0.077 0.027
C -0.5949 3.0436 -2.0411 0.078 0.200 -0.138
N -1.7902 2.8127 -1.5412 -0.046 -0.244 0.124
H 2.4882 1.5273 -2.1264 0.077 -0.046 -0.057
H 2.9942 3.6081 -3.3028 0.001 -0.012 0.002
H 1.2753 5.3278 -3.7036 0.002 -0.006 -0.009
H -1.0413 4.9956 -2.8763 -0.014 -0.005 0.029

[2]
14
Properties=species:S:1:pos:R:3:forces:R:3 method="wB97M-V/def2-TZVPD" relative_energy_kcal_mol=53.7 lumo_ev=0.468 gap_ev=9.98 charge=0 homo_energy_ev=-9.5 smiles=O[C@@H]1[C@@H](S)[C@H]1[C@@H](F)Cl
O 1.7760 -1.5901 0.1952 1.275 1.195 -0.547
C 1.0572 -0.5482 -0.3783 -2.466 0.014 7.708
C 0.8604 0.7191 0.4969 -1.600 -2.065 1.749
S 0.4860 2.1862 -0.3047 -1.650 2.562 -1.138
C -0.3296 -0.3200 0.4146 5.648 -0.214 1.517
C -1.4171 -0.3129 -0.4213 -4.929 -0.665 -2.620
F -1.9583 -1.6809 -0.4573 1.175 2.394 -0.493
Cl -2.9606 0.6257 0.2511 1.507 -0.485 -0.606
H 2.6374 -1.1298 0.2314 0.139 -1.212 0.386
H 1.1534 -0.3667 -1.3397 0.039 0.617 -4.676
H 1.2502 0.7845 1.5972 -0.445 -0.317 -2.345
H -0.9711 2.3599 -0.1973 2.336 -0.671 0.191
H -0.3912 -0.8343 1.3753 -0.137 -0.297 -0.615
H -1.1928 0.1074 -1.4631 -0.892 -0.857 1.488